[1]
Molecular formula: C24H24BCoF2N6S3
Method: DFT, wB97M-V/def2-TZVPD

<S²>: 0.874
ΔE to the lowest compared entry with this formula, charge and spin, kcal per mole: 5.3
Multiplicity: 2
Net charge: +1
Kohn-Sham gap (spin up / spin down), eV: 6.77 / 6.87

Last column: Löwdin charge in e.
Geometry (Å):
Co 0.290968 1.086281 0.421021  0.23
S 2.344593 2.909165 2.842549  0.91
S 2.411421 0.188388 0.418396  0.98
S 0.995897 2.423736 -1.340881  0.98
F 1.782796 5.525159 1.187063  0.09
F -0.446724 5.051766 0.732129  0.03
N -0.565543 -0.682453 -0.112626  0.06
N -1.536904 1.633718 -0.296797  0.02
N 0.185801 -0.246808 2.280425  0.06
N 1.033213 -2.236614 4.026507  0.12
N -3.534369 2.357393 -2.081753  0.12
N -3.159697 -6.689262 -2.592923  0.08
C 0.226718 -1.541870 1.906951  -0.22
C -2.049029 -1.782144 -1.579187  0.08
C -2.088123 2.838715 -0.252574  -0.04
C -0.343037 -1.804964 0.562035  -0.18
C -1.501237 -0.623772 -1.056078  -0.16
C -3.506159 -4.395089 -2.007159  -0.01
C -2.190876 -4.280917 -1.572814  -0.18
C 0.661848 -2.520954 2.780097  -0.05
C 0.951268 -0.971115 4.400982  -0.07
C 2.637017 1.802172 -1.808676  -0.45
C -3.939037 -5.616393 -2.501797  -0.12
C -2.988261 1.142980 -2.108751  -0.04
C 3.756387 1.129613 1.208824  -0.44
C -2.006070 0.758417 -1.218572  -0.17
C 0.537405 0.033973 3.525582  -0.08
C 0.826239 3.372243 1.985507  -0.39
C 3.530879 2.601196 1.519471  -0.50
C -1.373433 -5.401762 -1.658184  -0.01
C -1.662310 -3.008165 -1.032736  -0.11
C 2.791379 0.372939 -1.338385  -0.46
C 1.319905 4.107036 -0.748513  -0.28
C -1.902509 -6.573722 -2.178546  -0.12
C -3.102798 3.185723 -1.147787  -0.05
C -0.848844 -3.009983 0.103468  0.08
B 0.885582 4.525834 0.801323  -1.02
H 3.955716 0.587670 2.132786  0.08
H 0.508802 1.069263 3.832525  0.09
H 0.188419 2.477923 1.801792  0.01
H 2.094452 -0.294282 -1.849283  0.08
H 4.618119 0.979898 0.552867  0.09
H 2.733850 1.865679 -2.892256  0.10
H 1.228713 -0.729517 5.419099  0.12
H -2.783774 -1.747164 -2.371284  0.13
H 0.256483 3.879337 2.771626  0.08
H -1.284052 -7.459141 -2.267527  0.11
H -3.351711 0.459157 -2.865978  0.13
H 3.249765 3.187075 0.650024  0.05
H 0.722193 -3.558928 2.476427  0.12
H 4.484323 3.002585 1.868901  0.09
H 3.799200 -0.004272 -1.515126  0.10
H 2.389207 4.272717 -0.883624  0.07
H -0.688913 -3.928631 0.650302  0.13
H -0.335323 -5.363716 -1.353751  0.12
H -3.548922 4.170705 -1.100677  0.13
H 0.807679 4.771561 -1.444830  0.08
H -4.199002 -3.566649 -1.936979  0.12
H -1.698315 3.557297 0.457260  0.11
H 3.391429 2.447963 -1.363692  0.08
H -4.962697 -5.736992 -2.836190  0.11

Cartesian forces (eV/Å) of the 2 atoms listed first:
0.0 0.1 -0.1
0.0 0.0 0.0

=====

[2]
Molecular formula: C3H9NS2
Method: DFT, wB97M-V/def2-TZVPD

<S²>: 0.754
ΔE to the lowest compared entry with this formula, charge and spin, kcal per mole: 35.0
Multiplicity: 2
Net charge: -1
Kohn-Sham gap (spin up / spin down), eV: 4.14 / 6.83

Last column: Löwdin charge in e.
Geometry (Å):
S -1.103165 -0.484267 0.113792  0.13
S -0.335989 -1.507524 1.900823  -0.06
N 0.776102 1.366057 -1.778869  -0.14
C -0.255260 1.142276 0.488547  -0.62
C 1.041780 1.287533 -0.310969  -0.33
C 1.116602 0.260143 -2.728794  -0.17
H -0.957890 1.942427 0.229380  0.04
H 0.534730 -0.546766 2.342037  -0.28
H -0.098492 1.344956 1.556420  0.04
H 0.478902 -0.602921 -2.451520  0.04
H 0.957702 0.435917 -3.811085  0.06
H -0.237042 1.231361 -1.813527  0.04
H 1.449906 2.255717 -0.056098  0.08
H 2.137159 -0.109700 -2.700046  0.05
H 1.711004 0.480390 0.036587  0.10

Cartesian forces (eV/Å) of the 2 atoms listed first:
-0.8 2.6 -2.4
1.7 -1.2 3.2

=====

[3]
Molecular formula: C12H36BN3O5PS2
Method: DFT, wB97M-V/def2-TZVPD

ΔE to the lowest compared entry with this formula, charge and spin, kcal per mole: 7.8
Net charge: +1
Kohn-Sham gap, eV: 6.76

Last column: Löwdin charge in e.
Geometry (Å):
S -2.202791 -0.034621 0.904402  0.83
S -5.644747 0.203442 0.777616  0.27
P -4.083654 1.136464 1.243809  0.09
O 1.665416 -1.069173 3.969839  -0.17
O 3.265239 0.358814 -6.014443  -0.20
O -1.307139 -3.095857 6.862753  -0.17
O 0.008594 1.641158 -3.088012  -0.22
O -0.057777 1.254377 -0.375820  0.14
N 0.383097 1.040378 -6.140566  -0.05
N -1.253592 -1.826810 4.005381  -0.05
N -0.468461 2.205489 1.836870  0.20
C -2.385041 -2.090373 4.896657  -0.19
C 0.616326 -0.375746 3.338174  -0.24
C 2.129497 -2.224498 3.293633  -0.09
C 0.086520 -2.865646 6.797863  -0.09
C -2.133064 -2.055186 6.398909  -0.23
C -0.684860 1.754811 -5.461306  -0.20
C 1.373525 1.231664 -3.033656  -0.07
C -0.680842 -0.499512 4.117787  -0.24
C 2.634742 1.030179 -7.098474  -0.21
C 1.479307 1.874618 -6.612212  -0.21
C -0.346586 2.494172 -4.173769  -0.20
C 3.100359 -1.043763 -6.009997  -0.12
B -0.736747 1.336337 0.768156  -0.82
H 1.121579 2.498646 -7.436366  0.13
H 1.547119 0.296425 -3.569395  0.08
H 0.436721 3.245050 -4.318149  0.12
H -1.115714 2.480525 -6.158586  0.12
H 0.879707 0.682734 3.319881  0.11
H -3.661546 2.228172 0.474404  -0.03
H 1.872133 2.545641 -5.834313  0.11
H 0.756120 0.331673 -5.522344  0.07
H -0.367659 3.187292 1.605261  0.12
H -1.472577 1.031801 -5.233340  0.12
H 3.758211 -1.440808 -5.239119  0.09
H -0.531127 -2.513654 4.182669  0.08
H -1.244117 3.028837 -3.853780  0.12
H -2.009902 -0.624354 2.107588  -0.09
H 3.030398 -2.549718 3.807171  0.10
H 1.400155 -3.041562 3.311439  0.08
H 0.521520 -3.195144 5.848338  0.07
H 2.378886 -1.999345 2.252353  0.09
H 3.376844 1.685837 -7.560120  0.13
H -0.472556 -0.180108 5.146765  0.12
H -1.747893 -1.082872 6.734276  0.12
H 0.481238 -0.719893 2.301165  0.11
H -3.183076 -1.373784 4.664771  0.12
H 0.548713 -3.444947 7.594827  0.09
H 2.070298 -1.346420 -5.785455  0.08
H 2.061602 1.990369 -3.410042  0.10
H 3.383505 -1.482700 -6.971105  0.09
H 2.300268 0.312269 -7.852887  0.13
H 1.588882 1.059555 -1.982158  0.07
H -1.093302 2.135118 2.629073  0.07
H 0.326035 -1.808254 6.948613  0.09
H -2.769427 -3.081124 4.648776  0.13
H -0.543858 1.225815 -1.225183  0.10
H -3.866795 1.523020 2.572251  -0.03
H -1.417930 0.211347 3.711727  0.08
H -3.099771 -2.196157 6.887399  0.13

Cartesian forces (eV/Å) of the 2 atoms listed first:
0.1 0.0 -0.4
-0.2 -0.1 0.0

=====

> The highest ΔE to the lowest compared entry with this formula, charge and spin belongs to which entry?

C3H9NS2